[1]
{"formula": "C14H20AgF6OSbSe", "method": "wB97M-V/def2-TZVPD", "relative_energy_kj_mol": 0.0, "multiplicity": 2, "energy_ev": -109084.313, "s2": 0.76, "lumo_ev": [2.8, 2.0], "charge": -1, "orbital_gap_ev": [6.92, 6.57], "species": ["Ag", "C", "C", "C", "C", "C", "C", "Se", "C", "C", "C", "H", "H", "H", "H", "H", "H", "H", "H", "H", "H", "H", "C", "C", "C", "C", "H", "H", "H", "H", "H", "H", "H", "H", "H", "O", "C", "F", "Sb", "F", "F", "F", "F", "F"], "positions_angstrom": [[1.85552, 1.00487, -0.24167], [-4.15885, 0.07573, 3.81983], [-3.24576, 0.47684, 2.68452], [-2.16199, 1.32060, 2.88666], [-1.31800, 1.70971, 1.84871], [-0.15348, 2.60655, 2.17369], [-1.56682, 1.24833, 0.54090], [-0.47950, 1.84821, -0.93074], [-2.65133, 0.37531, 0.32425], [-2.99663, -0.21247, -1.02897], [-3.46419, 0.01214, 1.39753], [-3.84355, 0.53446, 4.75869], [-4.16443, -1.00846, 3.96168], [-5.19004, 0.38366, 3.62556], [-1.96103, 1.68921, 3.89026], [-0.16733, 2.88305, 3.22973], [-0.16332, 3.50806, 1.56134], [0.79064, 2.10893, 1.96710], [-2.33788, 0.16264, -1.80760], [-4.02679, 0.03268, -1.30390], [-2.91726, -1.30389, -0.99834], [-4.29853, -0.66332, 1.21294], [0.22232, -2.91100, -3.17030], [0.60522, -1.69397, -2.33145], [1.63476, -0.84127, -3.07022], [1.11778, -2.16047, -0.97218], [-0.26919, -2.60197, -4.09662], [-0.45914, -3.57757, -2.63176], [1.11471, -3.48715, -3.44006], [-0.28895, -1.08633, -2.16991], [2.51347, -1.44267, -3.32643], [1.97131, 0.00316, -2.47698], [1.20945, -0.43693, -3.99281], [2.14836, -2.52499, -1.06570], [0.50588, -2.96982, -0.56358], [0.99693, -1.34062, 1.26047], [1.17455, -1.10434, 0.12037], [3.74918, 1.72620, 1.21061], [4.95425, 1.34925, -0.23181], [4.05602, -0.32921, -0.44992], [6.15701, 0.56024, 0.98192], [6.05132, 0.91089, -1.69891], [5.75205, 3.03431, -0.00239], [3.70324, 2.13140, -1.45451]], "atomic_forces_ev_per_a": [[-1.176, 0.088, -0.068], [0.064, 0.020, -0.068], [-0.022, 0.013, 0.071], [0.004, -0.019, 0.027], [-0.034, -0.044, 0.019], [-0.264, 0.029, 0.008], [-0.033, -0.108, 0.010], [0.063, 0.082, 0.037], [-0.012, 0.006, 0.017], [0.034, 0.077, 0.122], [0.011, -0.024, -0.088], [-0.002, -0.015, -0.040], [0.011, 0.039, -0.010], [0.040, -0.007, 0.006], [0.003, -0.016, -0.072], [-0.008, 0.004, -0.042], [-0.008, 0.016, -0.029], [0.196, -0.106, -0.020], [0.002, -0.002, 0.015], [0.042, -0.010, 0.034], [0.005, 0.042, -0.004], [0.046, 0.048, -0.009], [-0.022, -0.037, -0.060], [0.019, 0.045, -0.056], [-0.107, -0.201, -0.145], [0.029, 0.052, -0.076], [0.052, -0.022, 0.025], [0.035, 0.082, -0.045], [-0.069, 0.009, 0.030], [0.001, 0.035, 0.059], [-0.024, 0.045, 0.020], [0.052, 0.102, 0.054], [0.027, -0.054, 0.035], [-0.022, 0.013, 0.036], [-0.011, -0.046, -0.039], [-0.242, -0.113, 0.706], [0.369, -0.071, -0.402], [0.022, -0.039, -0.246], [0.710, -0.063, -0.064], [0.078, 0.187, 0.019], [-0.021, 0.005, -0.034], [0.054, 0.066, 0.069], [0.058, 0.015, -0.020], [0.050, -0.122, 0.216]]}

[2]
{"formula": "C46H48N7OPSTi", "method": "wB97M-V/def2-TZVPD", "relative_energy_kj_mol": 0.0, "energy_ev": -104201.228, "lumo_ev": [0.0, 0.1], "charge": 0, "orbital_gap_ev": [5.79, 5.91], "species": ["Ti", "N", "C", "S", "N", "N", "C", "C", "C", "C", "C", "C", "N", "H", "H", "H", "H", "H", "H", "H", "C", "C", "C", "C", "C", "C", "C", "C", "C", "C", "N", "C", "C", "C", "C", "C", "N", "H", "H", "H", "H", "H", "H", "H", "H", "H", "H", "H", "H", "H", "H", "H", "H", "H", "C", "C", "C", "C", "C", "O", "C", "N", "C", "C", "C", "C", "C", "C", "P", "C", "C", "C", "C", "C", "C", "C", "C", "C", "C", "C", "C", "H", "H", "H", "H", "H", "H", "H", "H", "H", "H", "H", "H", "H", "H", "H", "H", "H", "H", "H", "H", "H", "H", "H", "H"], "positions_angstrom": [[0.09515, 0.53307, 0.24041], [-3.55190, -1.02637, 2.57948], [-2.40089, -0.57654, 1.99406], [-2.44839, -0.08098, 0.33372], [-1.34092, -0.56087, 2.73551], [-0.24317, -0.00898, 2.11601], [0.85697, 0.07374, 2.90642], [1.82271, 0.96791, 2.48506], [2.94092, 1.37983, 3.26223], [3.67211, 2.45413, 2.87374], [3.30289, 3.15654, 1.69083], [2.26714, 2.69047, 0.94855], [1.53985, 1.58220, 1.27350], [-4.29446, -1.30997, 1.96880], [-3.44076, -1.53491, 3.44224], [0.87997, -0.40132, 3.87690], [3.16436, 0.84124, 4.17509], [4.51234, 2.79391, 3.46545], [3.82842, 4.04824, 1.37579], [1.98679, 3.19249, 0.03284], [-1.44834, 2.35892, 4.04848], [-1.91363, 2.67098, 2.62096], [-1.16825, 3.81645, 1.97388], [-1.03249, 5.00075, 2.69110], [-0.41991, 6.11651, 2.14668], [0.04828, 6.05294, 0.84927], [-0.06335, 4.89115, 0.09146], [0.49830, 4.95851, -1.31679], [-0.34380, 5.84351, -2.24369], [-0.66131, 3.74874, 0.66525], [-0.68953, 2.51912, -0.08550], [-1.28191, 2.55770, -1.24023], [-1.11379, 1.49739, -2.14906], [-1.58316, 1.30482, -3.44654], [-0.99067, 0.12395, -3.89758], [-0.21402, -0.35437, -2.84182], [-0.27340, 0.46096, -1.77353], [-1.78788, 1.36701, 4.34697], [-1.83752, 3.08110, 4.77102], [-0.35756, 2.37429, 4.10900], [-2.97681, 2.93157, 2.63515], [-1.82797, 1.79024, 2.00192], [-1.42617, 5.04288, 3.70084], [-0.31308, 7.02611, 2.72574], [0.53319, 6.91890, 0.40622], [0.58294, 3.97515, -1.76104], [1.51166, 5.36757, -1.26555], [-1.36844, 5.46933, -2.31499], [0.08138, 5.86892, -3.24996], [-0.39419, 6.86691, -1.86847], [-1.90485, 3.40393, -1.51632], [-2.24647, 1.96825, -3.98527], [-1.10758, -0.34022, -4.86731], [0.40384, -1.23537, -2.83720], [4.35466, 0.44674, -3.53279], [3.07474, 0.57890, -2.70672], [2.34597, 1.86190, -3.09591], [3.29430, 0.53259, -1.16811], [4.68572, 0.11440, -0.69047], [4.44882, -1.07426, 0.08040], [3.12729, -1.31989, 0.06012], [2.38996, -0.44939, -0.50049], [2.80752, -2.66920, 0.57731], [3.88415, -3.40365, 1.09360], [3.76320, -4.74625, 1.37514], [2.56848, -5.39463, 1.09887], [1.49343, -4.66707, 0.63101], [1.56836, -3.28714, 0.40594], [-0.00670, -2.34250, 0.08039], [-0.99744, -3.32270, 1.32744], [-2.13478, -4.05836, 1.02439], [-2.77034, -4.82607, 2.00051], [-2.28731, -4.85046, 3.29583], [-1.15976, -4.09741, 3.61832], [-0.52717, -3.34699, 2.64661], [-0.55334, -3.15651, -1.48666], [-1.82750, -2.90699, -2.00452], [-2.23088, -3.47961, -3.20303], [-1.36323, -4.28972, -3.92285], [-0.08378, -4.51545, -3.43924], [0.31640, -3.95573, -2.23179], [4.11938, 0.61602, -4.58594], [4.80504, -0.54623, -3.45300], [5.10202, 1.19220, -3.23934], [2.42801, -0.25978, -2.95268], [3.00699, 2.72890, -2.97845], [1.47097, 2.00467, -2.46847], [2.00540, 1.82397, -4.13401], [3.08799, 1.51372, -0.77064], [5.15520, 0.86526, -0.05895], [5.36485, -0.14963, -1.49404], [4.82844, -2.90375, 1.24221], [4.60440, -5.29404, 1.78005], [2.46778, -6.45976, 1.27049], [0.55557, -5.17624, 0.45150], [-2.52705, -4.06921, 0.01794], [-3.64509, -5.40875, 1.73308], [-2.78129, -5.44782, 4.05326], [-0.77602, -4.09899, 4.63243], [0.35228, -2.76960, 2.90990], [-2.49337, -2.23332, -1.48279], [-3.22560, -3.27491, -3.58221], [-1.67876, -4.73515, -4.85875], [0.60980, -5.12719, -4.00426], [1.32386, -4.13244, -1.87895]], "atomic_forces_ev_per_a": [[0.256, -1.348, 1.140], [-0.092, 0.073, 0.036], [-0.004, -0.211, -0.088], [0.371, -0.023, 0.088], [0.284, -0.026, 0.127], [-0.035, 0.134, -0.085], [0.099, 0.126, 0.129], [-0.320, 0.018, -0.029], [0.254, 0.048, -0.021], [0.010, -0.036, 0.057], [0.048, 0.042, -0.030], [-0.043, -0.080, 0.055], [0.183, 0.072, 0.095], [-0.044, -0.060, -0.039], [0.018, -0.035, -0.044], [-0.091, -0.067, 0.017], [-0.008, 0.007, -0.026], [-0.011, -0.008, 0.013], [-0.013, -0.033, 0.024], [-0.083, -0.021, -0.056], [-0.023, 0.114, -0.033], [0.101, 0.176, 0.112], [-0.069, -0.136, 0.018], [-0.002, 0.050, -0.001], [-0.036, -0.055, 0.023], [0.042, 0.059, -0.016], [0.009, -0.115, -0.086], [-0.125, 0.153, 0.069], [0.024, -0.057, 0.014], [0.063, 0.097, 0.094], [-0.119, 0.647, -0.324], [-0.112, 0.152, 0.123], [-0.160, -0.172, -0.178], [0.023, 0.232, 0.029], [0.027, -0.114, -0.041], [0.072, 0.067, -0.159], [-0.404, 0.426, -1.016], [-0.010, 0.032, -0.016], [0.056, -0.012, -0.038], [-0.036, -0.037, -0.001], [-0.028, -0.035, -0.016], [0.014, 0.021, -0.045], [0.023, -0.001, -0.060], [-0.014, -0.037, -0.015], [-0.040, -0.068, 0.022], [0.079, -0.222, -0.051], [0.004, -0.002, 0.008], [0.056, 0.037, -0.014], [-0.024, 0.000, 0.056], [-0.015, -0.028, -0.007], [0.026, 0.109, -0.042], [0.038, -0.091, 0.036], [0.034, 0.032, 0.116], [-0.005, -0.069, 0.034], [-0.033, -0.028, -0.035], [0.040, 0.027, 0.048], [0.084, 0.043, -0.043], [0.006, -0.149, -0.143], [-0.050, -0.055, 0.092], [0.344, -0.020, -0.128], [0.283, -0.079, 0.247], [-0.533, 0.451, -0.360], [-0.018, -0.035, 0.041], [0.057, 0.106, -0.046], [0.029, -0.077, 0.022], [-0.001, -0.055, 0.019], [-0.159, 0.119, 0.087], [-0.113, 0.063, 0.071], [-0.136, -0.784, -0.023], [0.069, 0.206, 0.076], [0.000, -0.026, -0.032], [-0.043, 0.053, -0.077], [0.055, 0.063, 0.031], [-0.073, -0.067, 0.037], [0.073, 0.090, -0.158], [0.163, -0.004, -0.072], [0.073, 0.020, -0.017], [-0.022, 0.030, 0.058], [-0.011, 0.007, 0.024], [0.015, 0.021, 0.004], [-0.034, 0.081, 0.005], [0.018, -0.021, 0.045], [-0.003, 0.081, -0.020], [-0.045, -0.044, -0.057], [-0.056, -0.121, -0.040], [-0.039, -0.041, -0.007], [-0.096, 0.063, 0.025], [0.049, 0.015, 0.066], [-0.131, 0.238, 0.030], [-0.015, -0.017, 0.164], [0.059, -0.016, 0.053], [0.006, -0.027, 0.027], [-0.001, 0.023, -0.007], [-0.007, 0.042, -0.022], [-0.046, 0.022, 0.048], [-0.012, -0.006, -0.017], [0.044, 0.042, 0.010], [0.027, 0.018, -0.027], [-0.011, 0.010, -0.061], [-0.017, -0.020, 0.000], [-0.055, 0.025, 0.066], [0.050, -0.001, 0.019], [0.007, 0.030, 0.025], [-0.013, 0.015, 0.040], [-0.029, -0.036, -0.044]]}